C5H11NS | ωB97M-V/def2-TZVPD

Summary:
* total energy: -649.9728 Eh
* F_max: 5.02 eV/A
* highest occupied orbital energy: -8.590 eV
* energy relative to the best compared isomer or geometry (same formula, charge and spin): 173.9 kJ/mol
* LUMO energy: 0.9 eV

```
18
C5H11NS | OMol25 | ωB97M-V/def2-TZVPD
C 0.64389 -1.91369 -0.20346
N 0.95352 -0.72628 -0.61086
C 0.46113 0.49286 0.13487
C 1.37678 0.79624 1.25691
C 0.32086 1.66241 -0.80097
S -1.32503 0.20536 0.85815
C -2.23542 -0.88497 -0.33256
H 1.13833 -2.75236 -0.75214
H -0.03866 -2.26221 0.49594
H 0.84423 0.78029 2.20163
H 1.88409 1.72794 1.18092
H 1.98051 -0.09108 1.25225
H -0.38635 1.61360 -1.57274
H 1.29304 1.89323 -1.21585
H 0.05090 2.37020 -0.14638
H -3.01608 -0.23377 -0.62415
H -2.42181 -1.81316 0.00861
H -1.52392 -0.86461 -1.13015
```